# 1
{"formula": "C40H53N8OS3Sr", "method": "ωB97M-V/def2-TZVPD", "spin_multiplicity": 1, "total_charge": 1, "symbols": ["Sr", "C", "C", "N", "N", "C", "O", "C", "C", "C", "C", "C", "C", "C", "C", "C", "C", "C", "N", "H", "H", "H", "H", "H", "H", "H", "H", "H", "H", "H", "H", "C", "C", "C", "C", "C", "C", "C", "N", "C", "C", "C", "C", "C", "C", "C", "N", "C", "C", "C", "C", "H", "H", "H", "H", "H", "H", "H", "H", "H", "H", "H", "H", "H", "H", "H", "H", "H", "H", "H", "H", "H", "H", "H", "H", "S", "C", "N", "C", "C", "S", "H", "H", "H", "H", "H", "C", "N", "C", "C", "S", "N", "C", "C", "H", "H", "H", "H", "H", "H", "H", "H", "H", "H", "H", "H"], "coordinates": [[1.769622, 0.121716, 0.165500], [1.513780, 3.534556, 3.618259], [1.933874, 2.471983, 2.644902], [1.147311, 1.941154, 1.774922], [-0.121749, 2.390053, 1.714186], [-0.835756, 1.735337, 0.802265], [-0.451045, 0.760138, 0.092173], [-2.235446, 2.231198, 0.618193], [-3.067267, 1.555318, -0.270594], [-4.363887, 1.993046, -0.495932], [-4.839444, 3.117005, 0.166341], [-4.016491, 3.792967, 1.059302], [-2.722418, 3.352894, 1.287296], [3.312154, 1.970082, 2.679676], [4.239199, 2.496141, 3.582938], [5.533116, 2.003113, 3.607669], [5.889130, 0.991184, 2.730779], [4.922629, 0.520841, 1.860286], [3.670772, 0.984065, 1.824554], [0.462465, 3.755487, 3.469001], [2.091814, 4.450102, 3.473225], [1.665823, 3.201934, 4.647003], [-2.676112, 0.680885, -0.773102], [-5.006196, 1.458514, -1.185506], [-5.852020, 3.461515, -0.005577], [-4.389848, 4.665039, 1.582100], [-2.073573, 3.870390, 1.980791], [3.947996, 3.284459, 4.260720], [6.255222, 2.406661, 4.305936], [6.887063, 0.575178, 2.714218], [5.160379, -0.257415, 1.141018], [-2.972089, -4.331038, 3.656841], [-1.498585, -4.482331, 4.065421], [-1.376869, -4.201568, 5.563682], [-1.030431, -5.919986, 3.792496], [-0.653967, -3.526083, 3.235659], [0.149504, -2.538821, 3.790213], [0.871262, -1.711659, 2.949447], [0.858433, -1.795893, 1.624138], [0.092973, -2.746253, 1.066327], [-0.660499, -3.613402, 1.845243], [0.081891, -2.816355, -0.417359], [-0.765214, -3.692598, -1.092442], [-0.761239, -3.758942, -2.479826], [0.134780, -2.919247, -3.137678], [0.928324, -2.067565, -2.397954], [0.904938, -1.988206, -1.069515], [-1.680012, -4.678248, -3.270787], [-2.532445, -5.564754, -2.362090], [-2.611469, -3.808386, -4.129966], [-0.833952, -5.580893, -4.181556], [-3.588920, -5.016355, 4.240989], [-3.127965, -4.561694, 2.601555], [-3.323362, -3.313318, 3.839927], [-2.012810, -4.895668, 6.114106], [-1.701827, -3.188191, 5.809431], [-0.353221, -4.339345, 5.918697], [-1.603966, -6.617383, 4.405856], [0.027010, -6.039525, 4.037248], [-1.172972, -6.200466, 2.746923], [0.215058, -2.391532, 4.858055], [1.485312, -0.919025, 3.368334], [-1.265792, -4.374205, 1.378296], [-1.437958, -4.324709, -0.538432], [0.211876, -2.912314, -4.216693], [1.627605, -1.400905, -2.895091], [-3.192738, -4.973657, -1.722945], [-1.912215, -6.208270, -1.733436], [-3.162916, -6.210093, -2.974742], [-3.245713, -3.179707, -3.501115], [-3.256677, -4.444821, -4.738540], [-2.046483, -3.161327, -4.802648], [-0.123365, -6.168854, -3.597307], [-0.275089, -5.004027, -4.919734], [-1.484014, -6.270276, -4.722441], [4.016767, 0.208277, -1.992437], [4.295839, 1.850350, -2.053656], [4.573360, 2.622631, -1.009659], [4.687821, 4.064702, -1.197197], [4.620270, 4.336289, -2.707884], [4.289167, 2.743545, -3.534673], [4.544204, 2.218986, -0.083495], [5.631387, 4.412863, -0.779178], [3.863137, 4.556146, -0.683752], [5.555726, 4.735404, -3.089545], [3.813322, 5.023875, -2.945509], [-2.171827, 2.424404, -3.306677], [-0.741355, 2.536153, -3.045251], [0.030924, 1.385303, -3.472573], [-0.233630, 3.420469, -2.161667], [1.223876, 3.167606, -1.353052], [-0.976671, 4.539285, -1.922894], [-1.620752, 5.273923, -3.005075], [-0.730537, 5.343698, -0.735165], [-2.470061, 1.382590, -3.169752], [-2.420403, 2.719389, -4.328099], [-2.736025, 3.029736, -2.605067], [-0.320350, 1.072514, -4.456485], [-0.107701, 0.561758, -2.765611], [1.087045, 1.633468, -3.529775], [-1.517830, 4.747929, -3.947836], [-1.140788, 6.250813, -3.108129], [-2.680671, 5.431839, -2.796071], [-0.452379, 4.700868, 0.094826], [-1.652444, 5.871609, -0.486651], [0.065304, 6.075980, -0.901158]], "forces_ev_per_angstrom": [[0.83, 0.11, -0.77], [-0.01, 0.00, -0.11], [-0.39, 0.16, 0.09], [0.20, 0.08, 0.39], [-0.50, 0.17, -0.04], [-0.16, 0.01, 0.08], [-0.60, 0.17, 0.15], [-0.07, -0.05, -0.09], [-0.01, 0.00, 0.11], [-0.01, 0.01, 0.04], [-0.01, -0.02, -0.02], [-0.01, 0.03, 0.01], [0.04, -0.01, -0.01], [0.57, -0.23, 0.05], [0.01, -0.03, -0.04], [-0.04, 0.00, -0.01], [0.08, 0.00, 0.02], [-0.09, -0.04, -0.03], [0.04, 0.20, 0.13], [0.00, 0.00, 0.01], [0.00, 0.00, 0.02], [0.01, 0.01, 0.01], [0.00, -0.02, 0.00], [0.01, 0.00, 0.01], [0.03, -0.01, 0.00], [0.01, -0.02, -0.01], [-0.02, -0.01, -0.01], [-0.01, -0.01, -0.01], [-0.01, -0.01, -0.01], [-0.03, 0.01, 0.00], [-0.01, 0.02, 0.02], [0.01, 0.01, 0.01], [-0.03, -0.06, 0.02], [0.02, 0.02, -0.03], [-0.01, 0.00, -0.01], [0.05, 0.07, 0.03], [-0.08, -0.03, 0.02], [0.10, 0.19, 0.06], [-0.09, -0.27, 0.12], [-0.12, -0.06, 0.36], [0.06, 0.03, -0.03], [-0.18, -0.04, -0.24], [0.09, 0.03, -0.06], [0.04, 0.03, 0.03], [-0.03, 0.00, 0.02], [0.13, 0.16, -0.26], [-0.10, -0.47, 0.01], [-0.06, -0.04, -0.04], [0.01, 0.02, 0.00], [0.00, -0.02, 0.01], [0.02, 0.03, 0.02], [0.02, 0.01, -0.01], [0.00, 0.01, 0.02], [0.00, -0.03, -0.01], [0.01, 0.01, -0.01], [0.01, -0.03, 0.01], [-0.02, 0.02, 0.00], [0.01, 0.01, -0.02], [-0.03, -0.01, 0.00], [0.02, 0.01, 0.03], [0.01, 0.00, -0.02], [0.01, -0.03, 0.00], [0.01, -0.01, -0.02], [0.00, 0.00, 0.01], [0.02, 0.00, 0.03], [-0.03, -0.01, -0.03], [0.02, -0.02, 0.00], [-0.03, 0.01, 0.00], [0.01, 0.01, 0.00], [0.02, 0.00, -0.02], [0.01, 0.01, 0.02], [-0.02, -0.01, 0.00], [-0.01, 0.00, -0.02], [0.00, -0.02, 0.02], [0.00, 0.01, 0.00], [-0.05, -0.36, 0.00], [0.13, 0.38, 0.13], [-0.13, -0.02, -0.10], [-0.02, -0.10, -0.01], [-0.01, -0.07, -0.09], [0.01, 0.04, 0.05], [0.02, -0.01, -0.02], [0.00, 0.01, 0.03], [-0.04, 0.03, 0.03], [0.01, 0.01, -0.01], [-0.02, -0.01, -0.01], [-0.02, -0.03, -0.06], [0.00, 0.04, -0.05], [0.03, -0.01, -0.01], [-0.26, 0.12, 0.20], [0.38, 0.00, -0.05], [0.14, -0.06, -0.01], [-0.03, -0.01, 0.04], [0.02, -0.03, -0.05], [0.04, 0.03, 0.00], [0.01, 0.00, -0.02], [0.01, 0.00, 0.01], [-0.03, 0.01, 0.01], [0.02, -0.05, 0.01], [0.02, 0.01, 0.01], [0.02, -0.01, -0.02], [0.00, 0.00, 0.01], [0.00, 0.00, -0.02], [0.01, 0.01, 0.02], [0.00, -0.01, -0.03], [0.02, -0.01, -0.02]], "lowdin_charge": [1.2755, -0.0241, -0.2866, -0.0759, 0.0440, -0.5042, -0.2573, -0.1440, -0.0476, -0.0873, -0.0821, -0.0758, -0.0404, -0.2276, -0.0026, -0.0397, -0.0483, -0.1498, -0.0029, 0.0627, 0.0893, 0.0892, 0.1086, 0.1057, 0.1039, 0.1046, 0.1053, 0.1081, 0.1169, 0.1122, 0.1067, -0.0354, -0.5570, -0.0617, -0.0358, -0.1388, 0.0181, -0.1053, 0.0052, -0.1885, 0.0527, -0.1901, 0.0628, -0.1397, 0.0085, -0.1273, 0.0095, -0.5571, -0.0605, -0.0358, -0.0376, 0.0917, 0.0784, 0.0958, 0.0909, 0.0906, 0.0901, 0.0915, 0.0946, 0.0806, 0.1104, 0.1125, 0.1038, 0.0934, 0.1189, 0.0860, 0.0888, 0.0920, 0.0914, 0.0922, 0.0918, 0.0804, 0.0953, 0.0802, 0.0909, 0.5489, -1.2007, -0.0506, -0.2100, -0.3919, 0.9383, 0.1026, 0.1216, 0.0968, 0.0749, 0.0725, -0.0494, -0.1802, -0.0750, -0.7174, 0.7249, -0.2071, -0.0475, -0.0938, 0.0921, 0.0956, 0.0763, 0.0981, 0.0743, 0.0512, 0.0820, 0.0957, 0.0967, 0.0454, 0.0932, 0.0875]}

***

# 2
{"formula": "C4H8O2", "method": "ωB97M-V/def2-TZVPD", "spin_multiplicity": 1, "symbols": ["O", "C", "C", "C", "C", "O", "H", "H", "H", "H", "H", "H", "H", "H"], "coordinates": [[-0.961660, 0.820028, 1.938788], [-0.882248, -0.426468, 1.256500], [0.583949, -0.378231, 0.893145], [0.681995, -0.876175, -1.187790], [0.773015, 0.419384, -0.324476], [-0.252021, 1.367080, -0.638877], [-0.950609, 1.495002, 1.239916], [-1.598118, -0.486761, 0.421419], [-1.113096, -1.209561, 1.981130], [0.670944, -1.770819, -0.544677], [-0.258984, -0.848273, -1.737378], [1.533565, -0.998912, -1.854985], [1.754535, 0.897437, -0.408528], [0.065842, 1.954787, -1.334744]], "forces_ev_per_angstrom": [[-0.07, 0.28, -0.09], [-0.06, -0.27, 0.01], [-0.03, 0.11, -0.18], [-0.01, -0.19, -0.10], [0.21, -0.05, 0.24], [0.00, 0.12, -0.22], [-0.01, -0.05, 0.18], [0.15, 0.02, 0.11], [0.05, 0.11, -0.08], [-0.04, -0.03, -0.11], [0.09, 0.05, 0.02], [-0.04, 0.09, 0.07], [-0.17, -0.10, 0.03], [-0.08, -0.10, 0.12]], "lowdin_charge": [-0.0490, -0.3013, 0.0909, -0.0394, -0.4519, -0.0639, 0.0793, 0.1191, 0.1088, 0.0821, 0.0956, 0.0884, 0.1366, 0.1046]}

***

# 3
{"formula": "C2H10N4", "method": "ωB97M-V/def2-TZVPD", "smiles": "[H]/N=C/N.NCN", "spin_multiplicity": 1, "symbols": ["H", "N", "C", "N", "H", "H", "H", "N", "C", "N", "H", "H", "H", "H", "H", "H"], "coordinates": [[2.049266, -1.227607, 0.769427], [1.890620, -1.528878, -0.194285], [0.987568, -2.418157, -0.168241], [0.627406, -3.146089, -1.281513], [0.332104, -2.649390, 0.674081], [-0.342065, -3.329696, -1.410233], [1.274525, -3.334678, -2.009067], [-1.712179, 2.398417, 1.251068], [-0.792952, 1.544884, 0.573666], [0.236660, 2.164511, -0.314607], [-2.422594, 2.748950, 0.624750], [-1.277386, 3.063789, 1.868661], [-0.277030, 1.013973, 1.378735], [-1.313809, 0.846369, -0.093140], [0.892143, 1.396616, -0.461496], [-0.152277, 2.456984, -1.207806]], "forces_ev_per_angstrom": [[0.02, 0.25, -0.25], [0.48, -0.40, 0.72], [-0.73, 0.12, -0.95], [0.02, 0.08, 0.97], [0.15, 0.13, 0.26], [-0.25, -0.43, -0.16], [0.27, 0.33, -0.58], [-0.54, -0.46, -0.52], [0.49, -0.05, -0.65], [0.13, -0.13, 1.06], [0.15, 0.55, 0.36], [-0.10, 0.31, -0.28], [0.29, -0.25, -0.47], [-0.51, -0.21, 0.76], [0.10, 0.44, -0.45], [0.02, -0.26, 0.18]], "lowdin_charge": [0.0329, 0.0556, -0.3984, 0.0640, 0.1111, 0.0725, 0.0770, -0.0076, -0.3988, -0.0235, 0.0602, 0.0657, 0.0993, 0.1004, 0.0386, 0.0510]}

***

For the records above, the corresponding E_HOMO values read -9.80; -8.45; -9.14 eV.
For the records above, the corresponding energy relative to the best compared isomer or geometry (same formula, charge and spin) values read 23.2; 463.8; 90.8 kJ/mol.
For the records above, the corresponding electronic energy values read -3294.609513; -307.535776; -301.193583 a.u..